Computed, not measured: C26H43Cl3O2P2Y as an isolated structure at a distorted geometry, with wB97M-V/def2-TZVPD.

Values from the calculation:
Net charge   +1
Kohn-Sham gap (spin up / spin down)   0.1302 / 0.1311 Eh
Multiplicity   1
Energy   -3268.05848 Eh

Last column: Löwdin charge in e.
Element x y z (Å)
Y (-0.06591, -0.49700, -1.04983)  1.311
C (-2.98579, 1.70896, 0.82154)  -0.274
C (-3.40522, 0.35148, 0.94428)  -0.266
C (-2.24050, 0.94397, 2.82662)  -0.268
C (-2.26261, 2.06959, 1.98074)  -0.275
C (-2.91126, -0.12783, 2.16906)  -0.263
C (-3.30063, 2.59804, -0.33274)  -0.087
H (-3.39505, 2.01590, -1.26268)  0.051
H (-2.48218, 3.31650, -0.49182)  0.047
H (-4.24365, 3.18077, -0.20859)  0.088
C (-1.66944, 3.39797, 2.27946)  -0.063
H (-1.69079, 4.01983, 1.38181)  0.059
H (-0.63678, 3.30966, 2.63324)  0.027
H (-2.25450, 3.91097, 3.05138)  0.086
C (-1.74384, 0.87326, 4.22244)  -0.080
H (-2.50203, 1.28111, 4.92139)  0.089
H (-0.81872, 1.45103, 4.36142)  0.005
H (-1.55189, -0.17004, 4.53456)  0.067
C (-3.10356, -1.49094, 2.75144)  -0.072
H (-3.79682, -1.48986, 3.61171)  0.084
H (-2.14051, -1.90575, 3.09340)  0.057
H (-3.50585, -2.17222, 1.99449)  0.056
C (-4.23476, -0.42324, -0.02520)  -0.078
H (-5.32326, -0.36435, 0.15266)  0.086
H (-3.93545, -1.47198, 0.01572)  0.048
H (-4.04457, -0.08477, -1.04267)  0.047
C (1.19643, -0.28914, -3.46492)  -0.215
C (-0.01136, 0.36882, -3.57299)  -0.255
C (-1.23967, -0.22407, -4.21600)  -0.196
C (-1.65635, -1.66185, -3.73656)  -0.189
C (-1.17776, -2.03454, -2.32468)  -0.276
C (0.09876, -2.48442, -1.94741)  -0.334
C (1.30717, -2.80625, -2.83090)  -0.184
C (1.41007, -1.72612, -3.94466)  -0.177
H (-1.18061, -0.21669, -5.34660)  0.134
H (-1.34991, -2.42515, -4.47344)  0.105
H (-2.12672, 0.40899, -3.91784)  0.120
H (0.66147, -1.99728, -4.70778)  0.106
H (2.11143, 0.30784, -3.41320)  0.094
H (-0.12825, 1.46819, -3.59299)  0.104
H (2.38546, -1.81279, -4.46575)  0.121
H (2.17869, -2.73420, -2.12423)  0.093
H (0.30877, -2.57713, -0.78319)  0.046
H (1.38015, -3.87147, -3.24287)  0.136
H (-2.77057, -1.79421, -3.74043)  0.122
H (-2.01659, -2.33451, -1.65883)  0.111
P (2.41160, 1.73179, -0.62412)  0.940
P (1.56426, -1.97293, 1.49823)  0.860
C (2.75623, -0.12728, -0.63769)  -0.298
C (2.96299, -1.20119, 0.47674)  -0.361
H (3.76896, -0.06043, -1.09176)  0.109
H (2.13477, -0.58718, -1.47796)  0.020
H (3.44992, -2.06020, -0.01538)  0.090
H (3.68989, -0.83836, 1.21575)  0.060
C (2.40309, -2.08925, 3.10139)  -0.291
H (1.67346, -2.43158, 3.84393)  0.059
H (2.78527, -1.11474, 3.40676)  -0.027
H (3.22359, -2.81600, 3.04483)  0.061
C (1.52249, -3.79324, 1.10616)  -0.268
H (2.55082, -4.19287, 1.09704)  0.053
H (1.01948, -3.99685, 0.14355)  0.021
H (0.92462, -4.24554, 1.91932)  0.061
C (3.48451, 2.78348, -1.55226)  -0.113
H (2.88180, 3.44756, -2.17385)  0.077
H (4.11865, 2.22553, -2.24402)  0.079
H (4.15359, 3.44023, -0.98614)  0.094
C (0.72928, 2.16084, -1.03187)  -0.177
H (0.15756, 2.43077, -0.12932)  0.085
H (0.10765, 1.50510, -1.69430)  -0.009
H (0.70698, 2.99605, -1.73551)  0.095
Cl (2.13446, 3.64907, 3.53228)  0.685
C (2.40440, 1.89875, 3.24648)  -1.416
Cl (4.18133, 1.53230, 3.09704)  0.641
Cl (1.70286, 0.98500, 4.58424)  0.725
C (1.84178, 1.66093, 1.83440)  -0.634
O (2.53632, 2.33243, 0.87424)  -0.188
O (0.88234, 0.95271, 1.54324)  0.019

***

Computed, not measured: C26H43IrN4O2PS as an isolated structure, with wB97M-V/def2-TZVPD.

Values from the calculation:
<S²>   0.758
Net charge   +2
Kohn-Sham gap (spin up / spin down)   0.2906 / 0.2266 Eh
Multiplicity   2
Energy   -2229.39454 Eh

Last column: Löwdin charge in e.
Element x y z (Å)
Ir (1.35004, -1.46954, 0.37115)  1.305
N (4.31683, 1.49778, -0.17474)  0.141
C (3.59618, 0.38432, -0.19022)  -0.770
S (3.02525, -0.26892, 1.36742)  0.722
N (3.33771, -0.22639, -1.32197)  0.059
N (2.71838, -1.41157, -1.03740)  -0.202
C (3.16871, -2.53067, -1.47168)  0.025
C (2.78708, -3.69059, -0.67407)  -0.219
C (3.16926, -4.99147, -0.91600)  0.046
C (2.91317, -5.95193, 0.05920)  0.014
C (2.29614, -5.57636, 1.23899)  0.008
C (1.91540, -4.25362, 1.41203)  -0.070
N (2.15767, -3.33742, 0.47805)  -0.087
H (4.48711, 1.99649, 0.68145)  0.116
H (4.70072, 1.85857, -1.03496)  0.137
H (3.94645, -2.54122, -2.22547)  0.164
H (3.66872, -5.24584, -1.84063)  0.141
H (3.20602, -6.98044, -0.10247)  0.136
H (2.10032, -6.29166, 2.02470)  0.132
H (1.41282, -3.91491, 2.30789)  0.128
O (0.35298, 0.26061, 0.07810)  -0.513
P (-1.01278, 0.95651, 0.25283)  0.919
C (-0.78628, 2.75192, 0.15944)  -0.306
C (0.50692, 3.20663, 0.90318)  -0.169
C (1.47267, 3.95009, -0.02073)  -0.181
C (1.71652, 3.14377, -1.29186)  -0.181
C (0.41313, 2.92926, -2.08833)  -0.166
C (-0.82225, 3.30175, -1.27316)  -0.177
C (-1.75696, 0.58441, 1.88796)  -0.324
C (-1.21530, 1.37593, 3.09012)  -0.162
C (0.11976, 0.85089, 3.60922)  -0.182
C (0.03367, -0.62729, 3.97531)  -0.169
C (-0.48973, -1.45642, 2.81294)  -0.199
C (-1.79220, -0.91666, 2.23693)  -0.155
C (-2.17616, 0.23464, -0.95174)  -0.322
C (-3.63298, 0.76686, -0.91185)  -0.158
C (-4.00772, 1.75566, -2.01414)  -0.191
C (-3.57680, 1.26037, -3.38677)  -0.181
C (-2.07119, 1.03785, -3.42911)  -0.192
C (-1.62183, 0.02345, -2.38125)  -0.174
H (-1.67071, 3.13210, 0.68548)  0.134
H (1.03977, 2.34032, 1.30411)  0.074
H (0.23952, 3.83517, 1.75288)  0.120
H (2.40799, 4.11831, 0.51653)  0.113
H (1.08568, 4.94109, -0.26556)  0.122
H (2.12290, 2.16961, -1.00835)  0.059
H (2.46795, 3.63015, -1.91411)  0.117
H (0.34720, 1.88502, -2.40814)  0.088
H (0.41417, 3.52617, -3.00086)  0.126
H (-1.72976, 2.98315, -1.78319)  0.069
H (-0.89692, 4.38727, -1.18809)  0.134
H (-2.79381, 0.90158, 1.73659)  0.117
H (-1.95938, 1.28925, 3.88781)  0.135
H (-1.14700, 2.43853, 2.85996)  0.101
H (0.42149, 1.42796, 4.48358)  0.130
H (0.90057, 0.99494, 2.85697)  0.057
H (-0.66493, -0.76166, 4.80743)  0.136
H (0.99933, -1.00430, 4.31682)  0.122
H (-0.60202, -2.50847, 3.08155)  0.122
H (0.34098, -1.45658, 2.03854)  0.012
H (-2.54714, -1.04460, 3.01875)  0.143
H (-2.13158, -1.52812, 1.40245)  0.094
H (-2.20956, -0.76947, -0.51505)  0.088
H (-3.87150, 1.20455, 0.05972)  0.099
H (-4.28690, -0.10420, -1.00939)  0.128
H (-3.57406, 2.74051, -1.82174)  0.101
H (-5.08918, 1.89601, -1.98352)  0.123
H (-3.87300, 1.97644, -4.15334)  0.121
H (-4.09483, 0.32267, -3.61570)  0.124
H (-1.55497, 1.99394, -3.30338)  0.080
H (-1.77221, 0.66243, -4.40917)  0.125
H (-0.53345, -0.05429, -2.35233)  0.090
H (-1.97776, -0.95976, -2.70408)  0.124
C (-0.77618, -3.44450, -0.28719)  -0.152
O (0.02456, -2.36914, -0.71836)  -0.377
H (-1.68550, -3.45880, -0.89033)  0.102
H (-1.04384, -3.38474, 0.77250)  0.068
H (-0.25340, -4.39341, -0.45818)  0.090

***

Computed, not measured: C26H43N2OPS2V as an isolated structure at a distorted geometry, with wB97M-V/def2-TZVPD.

Values from the calculation:
<S²>   0.787
Net charge   +4
Kohn-Sham gap (spin up / spin down)   0.2159 / 0.2436 Eh
Multiplicity   2
Energy   -3281.55391 Eh

Last column: Löwdin charge in e.
Element x y z (Å)
V (-0.33527, -0.03279, 0.76245)  0.612
C (0.88009, -3.47050, 1.22068)  0.022
C (-0.22402, -2.49764, 1.40864)  -0.244
C (-0.21516, -1.63761, 2.53501)  -0.009
C (-1.30483, -0.80105, 2.83807)  -0.278
C (-1.42536, -0.13334, 4.17322)  0.023
C (-2.30184, -0.69177, 1.85318)  -0.065
C (-2.35859, -1.53351, 0.72169)  -0.284
C (-3.52865, -1.52631, -0.19771)  0.003
C (-1.28656, -2.40906, 0.50705)  0.028
H (0.58871, -4.39375, 1.73847)  0.142
H (1.80925, -3.13797, 1.67958)  0.101
H (1.02244, -3.73798, 0.17533)  0.097
H (0.60547, -1.71023, 3.23957)  0.157
H (-2.13429, -0.73037, 4.75532)  0.136
H (-1.81690, 0.88170, 4.12183)  0.091
H (-0.48197, -0.13935, 4.71688)  0.100
H (-3.14272, -0.03324, 2.05495)  0.152
H (-4.09387, -2.44790, -0.01741)  0.137
H (-3.22513, -1.54408, -1.24407)  0.103
H (-4.20455, -0.69240, -0.01717)  0.097
H (-1.30211, -3.06083, -0.35970)  0.169
C (2.81716, 0.76942, 2.93123)  -0.098
C (1.65120, 1.72360, 3.20166)  -0.331
P (0.59717, 2.01131, 1.76304)  0.969
C (1.57174, 2.89650, 0.51469)  -0.355
C (1.84931, 4.36205, 0.88220)  -0.085
C (-0.84752, 3.00837, 2.24841)  -0.362
C (-0.58786, 3.95897, 3.42777)  -0.088
H (3.40255, 0.64963, 3.84123)  0.105
H (3.48482, 1.15542, 2.16103)  0.075
H (2.47409, -0.22081, 2.62445)  0.053
H (2.01755, 2.71973, 3.47268)  0.111
H (1.03136, 1.37435, 4.02977)  0.084
H (1.04378, 2.82965, -0.44035)  0.071
H (2.50981, 2.34614, 0.41387)  0.066
H (0.93592, 4.94950, 0.95606)  0.080
H (2.46017, 4.80297, 0.09531)  0.100
H (2.40751, 4.45670, 1.81277)  0.089
H (-1.66792, 2.32996, 2.50030)  0.057
H (-1.15108, 3.55735, 1.35376)  0.081
H (-0.38474, 3.41913, 4.35092)  0.085
H (-1.48292, 4.55765, 3.59006)  0.102
H (0.23797, 4.64159, 3.23746)  0.080
C (2.02337, -1.91199, -2.17479)  -0.170
S (2.11394, -0.34899, -1.34552)  1.118
O (1.18625, -0.65032, -0.01966)  -0.614
C (3.73383, -0.23899, -0.73682)  -0.443
C (4.44085, 0.90433, -1.11109)  -0.069
C (5.77434, 0.99674, -0.72069)  -0.012
C (6.35323, -0.01783, 0.02342)  0.014
C (5.62502, -1.15396, 0.38798)  -0.008
C (4.30562, -1.28782, 0.00106)  -0.056
H (2.40937, -2.68776, -1.51704)  0.068
H (2.67336, -1.79358, -3.04616)  0.105
H (1.00504, -2.10544, -2.50464)  0.082
H (3.99416, 1.68122, -1.71709)  0.122
H (6.35970, 1.85738, -1.01530)  0.136
H (7.39203, 0.06433, 0.31624)  0.141
H (6.09831, -1.94541, 0.95327)  0.136
H (3.75898, -2.18042, 0.26849)  0.110
C (-1.54780, 3.18591, -3.25289)  0.019
N (-2.40629, 3.12493, -2.07067)  -0.111
C (-3.50448, 4.10289, -1.88430)  -0.036
C (-4.20659, 3.61124, -0.60965)  -0.048
N (-3.29202, 2.53580, -0.14365)  0.066
C (-2.36927, 2.28982, -1.06329)  -0.600
S (-1.23873, 0.91593, -1.06034)  0.852
H (-2.16600, 3.01802, -4.13449)  0.124
H (-0.77509, 2.42598, -3.19334)  0.065
H (-1.09999, 4.17742, -3.30943)  0.119
H (-4.14822, 4.08702, -2.76333)  0.152
H (-3.07505, 5.10071, -1.78718)  0.148
H (-5.19067, 3.18966, -0.81169)  0.143
H (-4.29504, 4.38156, 0.15266)  0.138
H (-3.57376, 1.86750, 0.55267)  0.133

***

Number 3 is which compound? C26H43N2OPS2V